a | {
  "formula": "CH2S3",
  "method": "wB97M-V/def2-TZVPD",
  "e_lumo_ev": -0.33,
  "species": ["C", "S", "S", "S", "H", "H"],
  "positions_angstrom": [[0.5252, 0.0102, 0.3018], [-0.3484, 1.3662, -0.5514], [-0.3411, -1.3955, -0.5625], [-1.9221, 0.0037, -0.4330], [1.5318, 0.0247, -0.1694], [0.5547, -0.0095, 1.4144]]
}

---

b | {
  "formula": "CH2S3",
  "method": "wB97M-V/def2-TZVPD",
  "smiles": "SC1SS1",
  "e_lumo_ev": 0.04,
  "species": ["S", "C", "S", "S", "H", "H"],
  "positions_angstrom": [[1.0467, 0.1618, -0.4210], [-0.7481, 0.0248, 0.5998], [-2.0176, 1.0414, 0.0061], [-1.9254, -0.9426, -0.3901], [1.4392, -0.7213, 0.5037], [-0.3375, -0.1514, 1.5730]]
}

---

Energies relative to the most stable structure, in kJ/mol: a 0.0; b 62.8.

---

a | {
  "formula": "C23H18F5NO7OsS2Se",
  "method": "wB97M-V/def2-TZVPD",
  "e_lumo_ev": [-1.94, -2.04],
  "species": ["Os", "O", "S", "O", "O", "C", "C", "C", "C", "C", "C", "S", "O", "O", "O", "H", "H", "H", "H", "F", "C", "C", "F", "C", "F", "C", "O", "C", "F", "C", "F", "Se", "C", "C", "C", "C", "C", "C", "H", "H", "H", "H", "H", "C", "C", "C", "C", "C", "N", "H", "H", "H", "H", "H", "H", "H", "H", "H"],
  "positions_angstrom": [[-0.3952, 0.5235, -0.5613], [0.0218, 2.5326, -1.2056], [0.0606, 3.2372, 0.1194], [1.0003, 4.3107, 0.1674], [0.1920, 2.1624, 1.1159], [-1.5695, 3.9424, 0.3447], [-1.5933, 5.2922, 0.6503], [-2.7956, 5.9513, 0.8775], [-3.9861, 5.2556, 0.8014], [-3.9758, 3.9002, 0.4969], [-2.7822, 3.2350, 0.2677], [-2.9598, 1.5049, -0.1318], [-4.3361, 1.1780, -0.0093], [-2.0319, 0.7519, 0.7758], [-2.3015, 1.2530, -1.4430], [-0.6547, 5.8246, 0.7055], [-2.7903, 7.0067, 1.1141], [-4.9283, 5.7564, 0.9772], [-4.9003, 3.3446, 0.4369], [-4.4578, -3.9149, 2.9809], [-3.5008, -3.2751, 2.3025], [-2.2646, -3.0517, 2.8798], [-2.0289, -3.4739, 4.1256], [-1.2750, -2.3972, 2.1707], [-0.0892, -2.1852, 2.7633], [-1.4712, -1.9480, 0.8635], [-0.4641, -1.3853, 0.2065], [-2.7283, -2.2000, 0.3071], [-2.9841, -1.7918, -0.9434], [-3.7289, -2.8427, 1.0092], [-4.9145, -3.0575, 0.4389], [-0.2915, -0.4672, -2.6553], [0.2239, -2.3024, -2.5134], [1.2419, -2.7640, -1.6910], [1.5650, -4.1114, -1.6941], [0.8751, -4.9974, -2.5130], [-0.1442, -4.5332, -3.3310], [-0.4716, -3.1845, -3.3326], [1.7628, -2.0797, -1.0309], [2.3540, -4.4739, -1.0478], [1.1273, -6.0495, -2.5068], [-0.6921, -5.2181, -3.9645], [-1.2766, -2.8224, -3.9601], [4.8780, -0.6612, -0.3542], [4.1149, 0.4810, 0.3288], [4.5786, 1.8472, -0.2012], [4.2618, 0.4043, 1.8552], [2.6855, 0.3502, 0.0202], [1.5585, 0.2558, -0.1666], [5.9379, -0.5533, -0.1233], [4.7549, -0.6285, -1.4368], [4.5434, -1.6318, 0.0115], [5.6309, 1.9763, 0.0546], [4.0076, 2.6576, 0.2485], [4.4760, 1.9035, -1.2848], [5.3173, 0.5156, 2.1050], [3.9118, -0.5546, 2.2363], [3.7024, 1.2019, 2.3430]]
}

---

b | {
  "formula": "C23H18F5NO7OsS2Se",
  "method": "wB97M-V/def2-TZVPD",
  "e_lumo_ev": [-1.87, -1.87],
  "species": ["Os", "O", "S", "O", "O", "C", "C", "C", "C", "C", "C", "S", "O", "O", "O", "H", "H", "H", "H", "F", "C", "C", "F", "C", "F", "C", "O", "C", "F", "C", "F", "Se", "C", "C", "C", "C", "C", "C", "H", "H", "H", "H", "H", "C", "C", "C", "C", "C", "N", "H", "H", "H", "H", "H", "H", "H", "H", "H"],
  "positions_angstrom": [[-0.0831, 0.9317, 0.0682], [0.7590, 2.8686, -0.3522], [2.0531, 2.7075, 0.3768], [3.1739, 3.3483, -0.2283], [2.1839, 1.2529, 0.5856], [1.8211, 3.4546, 1.9802], [2.7214, 4.4537, 2.3085], [2.6438, 5.0982, 3.5371], [1.6662, 4.7443, 4.4433], [0.7575, 3.7420, 4.1269], [0.8241, 3.0953, 2.9043], [-0.4161, 1.8418, 2.6372], [-1.1610, 1.7078, 3.8407], [0.2968, 0.6057, 2.1730], [-1.1845, 2.2373, 1.4354], [3.4827, 4.7187, 1.5899], [3.3567, 5.8765, 3.7747], [1.6001, 5.2378, 5.4035], [-0.0118, 3.4499, 4.8264], [-3.1363, -2.8719, 4.9138], [-2.5581, -2.3944, 3.8073], [-1.3052, -2.8397, 3.4230], [-0.6663, -3.7436, 4.1711], [-0.7114, -2.3411, 2.2804], [0.5108, -2.7724, 1.9524], [-1.3364, -1.3891, 1.4699], [-0.7395, -0.9648, 0.3625], [-2.6080, -0.9806, 1.8768], [-3.2818, -0.0897, 1.1309], [-3.2096, -1.4584, 3.0263], [-4.4274, -1.0333, 3.3735], [-1.9055, 1.3165, -1.2692], [-2.6427, -0.2837, -2.0176], [-1.9318, -1.4562, -2.2640], [-2.5826, -2.5495, -2.8133], [-3.9342, -2.4818, -3.1182], [-4.6409, -1.3147, -2.8768], [-3.9971, -0.2150, -2.3310], [-0.8969, -1.5275, -1.9981], [-2.0335, -3.4657, -2.9911], [-4.4366, -3.3425, -3.5409], [-5.6967, -1.2598, -3.1072], [-4.5490, 0.6959, -2.1340], [1.4896, -2.1732, -3.9257], [2.4503, -1.4196, -2.9997], [3.2777, -0.3856, -3.7709], [3.3646, -2.3916, -2.2384], [1.6378, -0.7024, -2.0084], [0.9964, -0.1389, -1.2570], [2.0732, -2.7087, -4.6753], [0.8140, -1.4878, -4.4374], [0.8925, -2.8973, -3.3704], [3.9028, -0.9059, -4.4966], [3.9197, 0.1833, -3.0973], [2.6348, 0.3154, -4.3029], [3.9753, -2.9343, -2.9604], [2.7827, -3.1096, -1.6611], [4.0215, -1.8532, -1.5563]]
}

---

Energies relative to the most stable structure, in kJ/mol: a 27.5; b 0.0.

---

a | {
  "formula": "C6H8N3O",
  "method": "wB97M-V/def2-TZVPD",
  "total_charge": 1,
  "e_lumo_ev": -4.50,
  "species": ["C", "C", "C", "C", "C", "C", "N", "N", "N", "O", "H", "H", "H", "H", "H", "H", "H", "H"],
  "positions_angstrom": [[0.7344, -1.8388, 1.5178], [1.3528, -1.8730, 0.2511], [-0.4143, -1.0466, 1.5724], [0.1776, 0.0188, -0.4569], [0.2259, 1.7356, -1.5510], [-1.9261, 0.5693, 0.6172], [1.1090, -0.9199, -0.5971], [-0.6687, -0.1666, 0.6164], [1.3838, 1.6206, -2.1504], [-0.7447, 2.4093, -1.5166], [1.1428, -2.3702, 2.3315], [1.8592, -2.8186, -0.1415], [-1.1323, -0.8865, 2.4414], [-1.7020, 1.6713, 0.6217], [-2.4640, 0.3687, -0.3178], [-2.5983, 0.2129, 1.4042], [2.0829, 0.8638, -1.9837], [1.5821, 2.4500, -2.6588]]
}

---

b | {
  "formula": "C6H8N3O",
  "method": "wB97M-V/def2-TZVPD",
  "smiles": "[NH3+][C@H]1Cn2ccnc2C1=O",
  "total_charge": 1,
  "e_lumo_ev": -4.01,
  "species": ["N", "C", "C", "N", "C", "C", "N", "C", "C", "O", "H", "H", "H", "H", "H", "H", "H", "H"],
  "positions_angstrom": [[-2.4555, -0.6972, 0.2080], [-1.2015, -0.1391, -0.3699], [-0.4724, 1.1385, -0.0526], [0.8775, 0.6770, 0.1568], [2.0683, 1.2255, 0.0833], [2.9674, 0.1048, -0.0165], [2.2804, -1.0204, 0.1195], [1.0190, -0.6972, 0.1569], [-0.2145, -1.3205, -0.0125], [-0.5445, -2.4305, 0.0756], [-2.1398, -1.7753, 0.1070], [-3.4375, -0.4057, -0.1499], [-2.4810, -0.4957, 1.1861], [-1.2077, -0.3308, -1.4134], [-0.5481, 1.9769, -0.9033], [-0.6786, 1.7280, 0.7793], [2.2181, 2.3165, 0.2907], [3.9502, 0.1450, -0.2451]]
}

---

Energies relative to the most stable structure, in kJ/mol: a 0.0; b 22.5.